# 1
Here is C4H5NS2 in the gas phase from the Open Molecules 2025 dataset. Energies are from ωB97M-V/def2-TZVPD.

As for the SMILES: S=C[C@@H]1N[C@H]1C=S. The HOMO energy comes out at -0.3329 Eh. The relative energy (zero: lowest compared OMol25 entry of this formula, charge and spin) is 384.4 kJ/mol. For the orbital gap, the calculation gives 7.9 eV. The calculation puts the maximum force at 6.31 eV Å⁻¹.

Cartesian coordinates (Å):
C (1.932576, -0.408280, 0.571001)
C (0.745677, 0.076925, -0.251035)
C (-0.721029, 0.186520, 0.345613)
C (-1.757549, -0.283973, -0.461401)
H (1.995626, -0.117306, 1.693135)
H (0.808210, -0.252609, -1.347269)
H (-0.275394, 1.902700, -0.671287)
H (-0.887119, -0.148796, 1.353024)
H (-2.325513, 0.332408, -1.478524)
N (0.084260, 1.392317, 0.205599)
S (3.120021, -1.256336, -0.124097)
S (-2.719771, -1.423569, 0.165236)

Atoms 1-6, force components in eV/Å:
-0.60 0.68 0.65
-0.64 0.42 0.44
3.88 0.56 0.87
-5.19 1.09 -3.43
-0.39 -0.40 -1.99
-0.19 0.93 1.67

***

# 2
Here is 8 unconnected molecules or ions with the total composition C16H48O8 from the Open Molecules 2025 dataset. Energies are from ωB97M-V/def2-TZVPD.

As for the SMILES: CCO.CCO.CCO.CCO.CCO.CCO.CCO.CCO. The HOMO energy comes out at -0.3518 Eh. The relative energy (zero: lowest compared OMol25 entry of this formula, charge and spin) is 223.0 kJ/mol. For the orbital gap, the calculation gives 10.0 eV. The calculation puts the maximum force at 1.84 eV Å⁻¹.

Cartesian coordinates (Å):
C (13.294432, 16.339008, 2.045242)
C (14.241641, 15.177476, 1.840958)
O (15.448032, 15.734986, 1.308677)
H (13.123404, 16.824163, 1.086951)
H (13.702443, 16.939597, 2.855402)
H (12.310485, 15.961771, 2.339429)
H (13.820583, 14.458413, 1.127585)
H (14.461986, 14.640048, 2.767831)
H (16.067693, 15.055738, 1.000140)
C (11.436564, 16.807746, 5.691977)
C (10.382859, 17.347670, 6.651720)
O (11.053193, 17.833537, 7.833008)
H (10.942590, 16.229795, 4.913621)
H (12.089016, 16.171816, 6.288660)
H (12.002957, 17.628533, 5.251736)
H (9.702555, 16.582063, 7.018628)
H (9.813869, 18.172098, 6.210349)
H (11.836798, 18.296783, 7.508485)
C (16.881248, 12.139339, -0.586636)
C (17.250762, 13.495366, -1.054364)
O (17.563075, 14.337909, 0.074268)
H (17.693201, 11.654573, -0.038315)
H (16.606147, 11.490092, -1.415813)
H (16.041948, 12.170314, 0.113464)
H (16.424841, 13.990806, -1.586579)
H (18.052689, 13.527918, -1.798509)
H (17.558594, 15.256435, -0.215476)
C (14.857515, 20.114980, 5.094757)
C (13.705897, 20.294498, 6.058837)
O (13.641489, 19.254342, 7.024178)
H (15.798589, 20.320424, 5.611065)
H (14.808729, 20.846021, 4.281714)
H (14.926778, 19.139276, 4.609759)
H (12.769997, 20.365920, 5.492784)
H (13.835184, 21.214726, 6.627439)
H (14.109315, 18.482576, 6.690323)
C (16.382630, 10.456628, 4.024106)
C (17.209882, 10.576759, 5.306632)
O (16.630177, 11.519195, 6.210686)
H (15.562532, 9.743477, 4.147882)
H (17.002076, 10.099772, 3.199371)
H (15.933657, 11.415484, 3.768678)
H (18.195874, 10.958685, 5.057280)
H (17.274985, 9.610411, 5.810241)
H (15.824171, 11.156754, 6.588015)
C (21.780530, 13.071533, 1.658682)
C (20.478105, 13.798425, 1.448056)
O (19.397549, 12.924318, 1.711342)
H (21.972497, 12.874219, 2.714331)
H (22.614920, 13.678709, 1.305561)
H (21.764113, 12.121419, 1.123675)
H (20.427226, 14.208845, 0.430423)
H (20.413576, 14.668137, 2.121314)
H (18.575273, 13.379681, 1.488913)
C (9.139061, 16.645883, 2.983792)
C (7.791563, 16.494039, 2.289007)
O (6.856447, 15.913725, 3.188512)
H (9.623027, 15.660648, 3.104973)
H (8.939805, 16.994073, 3.994158)
H (9.915317, 17.109220, 2.374820)
H (7.903498, 15.897761, 1.381104)
H (7.453824, 17.503083, 2.027538)
H (6.381317, 15.221894, 2.723338)
C (17.973853, 14.946861, 4.304882)
C (17.620428, 16.421318, 4.102912)
O (16.202892, 16.558539, 3.998360)
H (17.651190, 14.379763, 3.435642)
H (17.480407, 14.614181, 5.217711)
H (19.052596, 14.814832, 4.409273)
H (18.056880, 16.712609, 3.133406)
H (18.072081, 17.084825, 4.835621)
H (16.014136, 16.318066, 3.078406)

Atoms 1-6, force components in eV/Å:
-0.33 -1.00 0.22
0.05 -0.25 -0.55
0.23 0.21 0.08
0.35 0.51 0.17
-0.21 0.55 -0.30
0.11 -0.02 0.26